# 1
ORCA calculation (wB97M-V/def2-TZVPD) on a 15-piece molecular cluster, F6H28O14P overall at a distorted geometry.

Element x y z (Å)
P 0.28 -0.21 0.70
F -0.43 -0.24 2.11
F 0.13 1.41 0.68
F 1.79 -0.11 1.29
F 0.98 -0.11 -0.76
F 0.39 -1.81 0.72
F -1.27 -0.31 0.06
O 4.34 1.22 1.81
H 4.37 0.28 1.89
H 3.90 1.37 0.96
O 1.24 -0.04 -4.00
H 0.37 -0.11 -3.58
H 1.41 0.91 -3.90
O -3.38 0.83 2.19
H -2.46 0.80 1.88
H -3.52 1.77 2.24
O 0.17 2.85 -3.72
H -0.36 2.84 -2.92
H 1.10 3.06 -3.63
O -3.46 1.11 -0.95
H -3.57 1.03 0.01
H -2.97 0.31 -1.24
O -1.46 -3.52 3.57
H -2.21 -2.97 3.40
H -0.77 -3.15 3.01
O 3.75 -2.33 0.12
H 3.75 -3.19 0.60
H 3.10 -1.74 0.58
O -2.31 -0.97 -2.43
H -2.77 -1.12 -3.25
H -2.36 -1.80 -1.92
O 2.33 0.81 4.04
H 2.97 1.08 3.38
H 1.71 0.28 3.52
O -2.40 -2.73 0.06
H -1.95 -3.55 0.28
H -1.98 -2.02 0.54
O -4.11 -2.01 2.35
H -4.00 -1.08 2.38
H -3.64 -2.27 1.51
O 3.73 0.29 -2.57
H 4.36 -0.40 -2.33
H 2.88 -0.15 -2.51
O 2.95 2.39 -0.34
H 2.21 1.80 -0.10
H 3.27 1.98 -1.15
O -2.03 3.39 -1.85
H -2.42 2.50 -1.75
H -1.68 3.61 -0.95

Calculated values
* net charge: -1
* E_LUMO: 2.39 eV
* frontier orbital gap: 10.72 eV
* energy relative to the best compared isomer or geometry (same formula, charge and spin): 6.8 kJ/mol
* E_tot: -2011.0929 hartree



# 2
ORCA calculation (wB97M-V/def2-TZVPD) on a 15-piece molecular cluster, F6H28O14P overall at a distorted geometry.

Element x y z (Å)
P 0.24 0.23 1.60
F 1.82 0.76 1.43
F -0.36 1.48 0.80
F 0.34 -0.50 0.15
F -1.28 -0.33 1.84
F 0.81 -1.10 2.32
F 0.22 1.05 3.00
O 3.87 3.74 3.95
H 3.02 4.14 4.12
H 3.67 2.96 3.45
O -4.16 -5.16 1.18
H -4.61 -4.36 0.90
H -4.75 -5.58 1.80
O -6.21 2.27 -0.64
H -6.89 2.85 -0.30
H -6.00 1.70 0.10
O -3.85 5.75 -0.82
H -4.08 4.82 -0.87
H -4.62 6.20 -1.14
O -3.73 2.77 3.95
H -2.81 3.01 3.85
H -3.76 1.83 3.79
O 3.63 0.69 -3.92
H 3.39 0.98 -4.80
H 3.09 -0.08 -3.76
O 2.53 -4.21 -3.56
H 2.81 -4.20 -2.64
H 3.34 -4.10 -4.05
O 0.26 5.38 -3.00
H -0.09 4.49 -2.92
H -0.51 5.94 -3.07
O 2.28 -6.78 2.60
H 1.89 -6.01 3.04
H 1.76 -6.87 1.80
O 6.46 3.01 -1.41
H 5.87 2.42 -1.88
H 7.33 2.64 -1.55
O -1.58 1.29 -3.58
H -1.36 1.20 -2.65
H -1.82 0.40 -3.85
O 4.34 -2.49 0.43
H 4.29 -3.01 1.23
H 3.66 -1.82 0.54
O -1.34 -2.93 -4.61
H -1.80 -3.41 -3.92
H -0.41 -3.08 -4.43
O -1.92 -2.81 5.37
H -1.87 -2.74 4.42
H -1.11 -2.42 5.69

Calculated values
* net charge: -1
* E_LUMO: 2.08 eV
* frontier orbital gap: 11.11 eV
* energy relative to the best compared isomer or geometry (same formula, charge and spin): 273.2 kJ/mol
* E_tot: -2010.9914 hartree



# 3
ORCA calculation (wB97M-V/def2-TZVPD) on F6KN3Na3O12S6 as an isolated structure at a distorted geometry.

Element x y z (Å)
Na 7.64 15.45 23.95
Na 7.37 9.13 19.80
Na 5.56 13.12 23.60
K 8.76 18.02 19.53
N 12.66 14.68 24.09
S 12.33 13.11 24.07
O 12.63 12.44 22.80
O 11.36 12.59 24.97
F 13.69 12.62 24.74
S 11.58 15.01 23.10
O 10.27 15.04 23.66
O 11.66 14.97 21.67
F 11.92 16.51 23.19
N 6.47 14.09 25.59
S 7.51 12.94 26.43
O 6.73 12.24 27.48
O 8.90 13.34 26.61
F 7.47 11.74 25.29
S 5.80 14.81 26.74
O 6.74 15.54 27.58
O 4.63 14.37 27.40
F 5.22 15.89 25.68
N 7.16 14.09 22.05
S 6.80 14.79 20.84
O 5.89 14.22 19.89
O 7.77 15.78 20.37
F 5.77 15.76 21.64
S 8.22 12.83 21.40
O 9.48 13.15 20.80
O 7.50 11.62 20.95
F 8.76 12.45 22.88

Calculated values
* E_LUMO (alpha / beta): -1.88 / -1.90 eV
* frontier orbital gap (alpha / beta): 2.70 / 7.44 eV
* spin multiplicity: 2
* E_tot: -5142.2101 hartree



# 4
ORCA calculation (wB97M-V/def2-TZVPD) on F6KN3NaO12S6 as an isolated structure at a distorted geometry.

Element x y z (Å)
Na -2.02 10.43 4.19
K -2.73 8.61 1.93
N -3.36 11.38 2.65
S -4.22 12.36 3.67
O -5.32 12.96 3.03
O -3.47 13.05 4.66
F -4.88 11.20 4.54
S -2.99 12.47 1.53
O -2.29 13.63 1.93
O -3.93 12.59 0.49
F -1.91 11.45 0.86
N -5.09 8.82 -2.86
S -5.26 8.20 -1.37
O -6.56 7.72 -1.08
O -4.38 8.77 -0.39
F -4.48 6.85 -1.74
S -6.05 10.10 -2.79
O -5.82 10.96 -1.68
O -7.37 9.95 -3.31
F -5.32 10.90 -3.99
N -1.89 8.27 4.63
S -3.23 7.75 5.63
O -3.40 8.47 6.84
O -3.44 6.35 5.66
F -4.34 8.28 4.64
S -0.80 7.36 5.40
O -0.69 6.03 4.93
O -0.61 7.67 6.77
F 0.48 8.02 4.65

Calculated values
* net charge: -1
* E_LUMO: 0.96 eV
* frontier orbital gap: 7.96 eV
* energy relative to the best compared isomer or geometry (same formula, charge and spin): 89.7 kJ/mol
* E_tot: -4817.8675 hartree



# 5
ORCA calculation (wB97M-V/def2-TZVPD) on F6KP as an isolated structure at a distorted geometry.

Element x y z (Å)
K -8.63 2.32 6.30
P -14.01 1.24 10.97
F -14.95 2.48 11.41
F -13.50 1.22 12.58
F -15.18 0.17 11.30
F -12.98 0.03 10.71
F -14.57 1.13 9.46
F -12.80 2.25 10.43

Calculated values
* E_LUMO: -2.83 eV
* frontier orbital gap: 7.15 eV
* energy relative to the best compared isomer or geometry (same formula, charge and spin): 254.6 kJ/mol
* E_tot: -1540.6616 hartree



# 6
ORCA calculation (wB97M-V/def2-TZVPD) on F8KN4O16S8 as an isolated structure at a distorted geometry.

Element x y z (Å)
K 0.22 0.27 -0.22
N -0.74 3.60 -1.10
S -0.28 3.16 0.19
O -0.19 4.16 1.27
O 0.54 1.93 0.28
F -1.70 2.48 0.58
S 0.78 4.30 -1.53
O 1.66 3.52 -2.34
O 1.40 5.21 -0.63
F 0.11 5.34 -2.55
N 1.67 -0.52 0.47
S 1.94 -0.32 2.21
O 3.05 0.44 2.68
O 1.44 -1.33 3.04
F 0.85 0.87 2.32
S 2.75 -1.55 0.38
O 2.44 -2.95 0.85
O 4.13 -1.05 0.22
F 2.44 -1.78 -1.23
N 0.59 -2.27 -3.24
S 0.12 -2.59 -1.58
O 1.11 -3.27 -0.71
O -1.30 -2.76 -1.21
F 0.46 -1.03 -1.34
S 0.24 -3.70 -3.63
O -1.18 -4.04 -3.80
O 1.16 -4.78 -3.21
F 0.74 -3.42 -5.15
N -2.83 -0.51 2.76
S -3.94 0.46 1.88
O -4.22 -0.06 0.55
O -3.92 1.88 2.18
F -5.20 -0.01 2.76
S -1.51 0.07 2.23
O -1.01 1.33 2.81
O -1.24 -0.15 0.80
F -0.57 -0.94 3.02

Calculated values
* net charge: -3
* E_LUMO: 6.04 eV
* frontier orbital gap: 8.09 eV
* energy relative to the best compared isomer or geometry (same formula, charge and spin): 2312.0 kJ/mol
* E_tot: -6006.5088 hartree



# 7
ORCA calculation (wB97M-V/def2-TZVPD) on FFeH12O6 as an isolated structure at a distorted geometry.

Element x y z (Å)
Fe -1.07 -2.12 1.08
F -0.51 -0.65 0.04
O 1.86 -0.22 1.55
H 1.82 -1.17 1.63
H 1.10 0.03 1.01
O -1.61 0.45 -2.55
H -1.11 0.15 -1.78
H -1.75 -0.34 -3.08
O 1.55 -1.90 -1.49
H 0.95 -1.19 -1.24
H 1.62 -2.46 -0.72
O -0.89 -0.87 2.73
H -1.24 0.01 2.94
H -0.57 -1.22 3.58
O -0.72 2.30 1.03
H -0.60 1.51 0.49
H -1.07 1.98 1.87
O 1.10 1.86 -2.20
H 0.40 1.20 -2.27
H 0.73 2.64 -2.63

Calculated values
* net charge: +1
* E_LUMO (alpha / beta): -7.94 / -8.19 eV
* frontier orbital gap (alpha / beta): 5.53 / 5.28 eV
* spin multiplicity: 5
* energy relative to the best compared isomer or geometry (same formula, charge and spin): 528.1 kJ/mol
* E_tot: -1821.8500 hartree



# 8
ORCA calculation (wB97M-V/def2-TZVPD) on a 7-piece molecular cluster, FH12O6 overall at a distorted geometry.

Element x y z (Å)
F 0.00 -0.35 0.23
O -1.45 -1.96 -2.05
H -0.62 -2.24 -2.44
H -1.19 -1.45 -1.28
O 2.67 -0.09 1.46
H 1.81 -0.10 1.05
H 3.24 0.34 0.82
O 0.10 2.15 1.46
H 0.19 1.34 0.95
H -0.73 2.05 1.93
O 1.32 -0.78 -2.06
H 0.90 -0.80 -1.20
H 1.76 0.07 -2.09
O -1.71 -1.21 2.21
H -1.75 -0.31 2.51
H -1.06 -1.20 1.50
O -1.47 1.54 -1.24
H -1.01 0.74 -0.97
H -1.00 2.24 -0.80

Calculated values
* E_LUMO (alpha / beta): 0.00 / -7.56 eV
* frontier orbital gap (alpha / beta): 11.48 / 3.74 eV
* spin multiplicity: 2
* energy relative to the best compared isomer or geometry (same formula, charge and spin): 19.4 kJ/mol
* E_tot: -558.3399 hartree



# 9
ORCA calculation (wB97M-V/def2-TZVPD) on a 9-piece molecular cluster, FH16O8 overall at a distorted geometry.

Element x y z (Å)
F -0.38 0.01 -0.13
O 2.93 -0.45 0.29
H 2.35 0.11 0.81
H 3.79 -0.36 0.70
O -0.79 -3.23 -0.77
H -0.25 -2.49 -0.49
H -0.34 -4.00 -0.42
O -0.83 -1.40 2.37
H -1.11 -0.63 2.87
H -1.00 -1.16 1.46
O 0.38 2.37 -1.74
H 0.42 1.65 -1.11
H -0.34 2.13 -2.33
O -1.81 2.00 1.23
H -2.73 1.81 1.08
H -1.34 1.36 0.70
O -2.57 0.13 -1.62
H -2.68 1.05 -1.82
H -1.73 0.08 -1.15
O 1.38 1.49 1.39
H 0.66 1.10 0.89
H 1.04 1.55 2.28
O 1.58 -1.20 -1.84
H 2.41 -1.15 -1.35
H 0.95 -0.75 -1.28

Calculated values
* net charge: -1
* E_LUMO: 3.32 eV
* frontier orbital gap: 10.17 eV
* energy relative to the best compared isomer or geometry (same formula, charge and spin): 83.9 kJ/mol
* E_tot: -711.4978 hartree



# 10
ORCA calculation (wB97M-V/def2-TZVPD) on FH2O3PS in the gas phase at a distorted geometry.

Element x y z (Å)
O 0.73 -1.76 -0.26
S -0.27 -0.94 -0.82
O -1.40 -1.52 -1.44
F 0.46 -0.03 -1.94
O -0.56 0.24 0.17
P 0.66 0.80 1.28
H 0.68 2.11 0.78
H -0.32 1.10 2.24

Calculated values
* E_LUMO: -0.05 eV
* frontier orbital gap: 11.04 eV
* energy relative to the best compared isomer or geometry (same formula, charge and spin): 103.2 kJ/mol
* E_tot: -1066.3040 hartree



# 11
ORCA calculation (wB97M-V/def2-TZVPD) on a 2-piece molecular cluster, FH3N2 overall at a distorted geometry.

Element x y z (Å)
N 0.67 -0.28 0.26
N -0.35 0.52 0.31
F -1.59 -0.16 -0.20
H 0.76 -0.81 1.13
H 0.86 -0.86 -0.56
H -0.35 1.59 -0.93

Calculated values
* E_LUMO: -0.23 eV
* frontier orbital gap: 9.84 eV
* energy relative to the best compared isomer or geometry (same formula, charge and spin): 240.2 kJ/mol
* E_tot: -210.9816 hartree



# 12
ORCA calculation (wB97M-V/def2-TZVPD) on a 2-piece molecular cluster, FH4N2PS overall at a distorted geometry.

Element x y z (Å)
N -2.69 0.33 0.09
N 2.11 -0.85 -0.21
F 2.08 1.56 -0.68
P 1.95 0.56 0.65
S -1.04 0.20 -0.09
H -2.96 1.22 0.28
H -3.06 -0.21 0.87
H 2.12 -1.88 0.10
H 1.50 -0.93 -1.01

Calculated values
* E_LUMO (alpha / beta): -1.03 / -0.25 eV
* frontier orbital gap (alpha / beta): 6.33 / 8.34 eV
* energy relative to the best compared isomer or geometry (same formula, charge and spin): 380.5 kJ/mol
* E_tot: -951.2661 hartree



> Among the records above, which one has the highest E_tot?

FH3N2



What did the tenth record say?
ORCA calculation (wB97M-V/def2-TZVPD) on FH2O3PS in the gas phase at a distorted geometry.

Element x y z (Å)
O 0.73 -1.76 -0.26
S -0.27 -0.94 -0.82
O -1.40 -1.52 -1.44
F 0.46 -0.03 -1.94
O -0.56 0.24 0.17
P 0.66 0.80 1.28
H 0.68 2.11 0.78
H -0.32 1.10 2.24

Calculated values
* E_LUMO: -0.05 eV
* frontier orbital gap: 11.04 eV
* energy relative to the best compared isomer or geometry (same formula, charge and spin): 103.2 kJ/mol
* E_tot: -1066.3040 hartree